13
Properties=species:S:1:pos:R:3 method="wB97M-V/def2-TZVPD" e_tot_ev=-7226.178 e_lumo_ev="-5.865 / -6.038" homo_lumo_gap_ev="8.63 / 8.12" total_charge=+1
C -1.89 -0.99 0.05
C -2.17 0.16 -0.49
C -1.35 1.13 0.17
C 2.01 -0.01 0.03
N 0.86 -0.58 -0.51
N -0.93 -0.19 0.59
H -1.89 -2.03 -0.01
H -0.60 1.67 -0.46
H -1.80 1.77 0.83
H 2.47 -0.27 0.93
H 2.75 -0.27 -0.66
H 1.87 1.15 -0.13
H 0.67 -1.54 -0.35



13
Properties=species:S:1:pos:R:3 method="wB97M-V/def2-TZVPD" e_tot_ev=-7230.063 e_lumo_ev=-5.358 homo_lumo_gap_ev=9.55 smiles="C=[N+]1C=CN1C" total_charge=+1
C 1.08 1.39 0.35
N 0.89 0.16 0.15
C 1.33 -0.99 0.86
C 0.51 -1.83 0.24
N 0.08 -0.53 -0.71
C -1.30 -0.03 -0.68
H 0.54 2.06 -0.18
H 1.80 1.69 1.22
H 1.96 -1.05 1.63
H 0.27 -2.81 0.03
H -1.38 0.85 -0.14
H -1.53 0.31 -1.64
H -2.04 -0.68 -0.35



13
Properties=species:S:1:pos:R:3 method="wB97M-V/def2-TZVPD" e_tot_ev=-7224.522 e_lumo_ev="-5.610 / -8.889" homo_lumo_gap_ev="10.46 / 6.93" total_charge=+1
C -2.48 0.65 0.46
C -0.53 -0.66 -0.46
C 1.66 0.28 0.22
C 0.85 -0.98 0.03
N -1.86 0.30 1.57
N -1.38 -0.02 0.19
H -3.79 2.09 -1.41
H -0.75 -0.54 -1.57
H 2.80 0.17 0.26
H 1.48 0.91 -0.66
H 1.59 0.93 1.13
H 1.47 -1.53 -0.71
H 0.94 -1.61 0.95



13
Properties=species:S:1:pos:R:3 method="wB97M-V/def2-TZVPD" e_tot_ev=-7232.545 e_lumo_ev=-5.710 homo_lumo_gap_ev=8.43 total_charge=+1
C 2.26 -0.93 0.17
C 0.14 -0.06 -0.32
C 1.20 1.04 -0.10
C -1.38 -0.31 0.17
N 1.01 -1.20 -0.07
N 2.33 0.48 0.12
H 0.01 0.02 -1.42
H 1.00 2.09 -0.20
H -1.64 -1.31 -0.19
H -2.05 0.42 -0.25
H -1.41 -0.30 1.26
H 0.68 -2.15 -0.06
H 3.21 0.97 0.23



13
Properties=species:S:1:pos:R:3 method="wB97M-V/def2-TZVPD" e_tot_ev=-7230.336 e_lumo_ev=-6.167 homo_lumo_gap_ev=8.30 smiles="C=C=C/N=[NH+]/C" total_charge=+1
C 3.26 -1.50 0.80
C 2.14 -0.95 0.37
C 0.84 -0.67 0.15
N 0.06 0.34 -0.39
N -1.18 0.27 -0.46
C -1.86 1.49 -0.83
H 3.66 -1.21 1.81
H 3.66 -2.51 0.56
H 0.35 -1.66 0.49
H -1.80 -0.46 -0.09
H -2.06 1.49 -1.91
H -2.89 1.65 -0.31
H -1.13 2.31 -0.66



13
Properties=species:S:1:pos:R:3 method="wB97M-V/def2-TZVPD" e_tot_ev=-7231.971 e_lumo_ev=-4.523 homo_lumo_gap_ev=8.25 total_charge=+1
C -2.64 1.64 -0.62
C -1.69 0.84 -0.35
N -0.70 0.14 0.02
C 0.58 0.10 -0.43
C 1.66 -0.61 0.02
N 1.87 -1.50 0.99
H -3.58 1.40 -1.23
H -2.58 2.70 -0.44
H -0.92 -0.21 1.01
H 0.69 0.91 -1.24
H 2.59 -0.49 -0.63
H 2.67 -2.20 0.90
H 1.18 -1.64 1.72



13
Properties=species:S:1:pos:R:3 method="wB97M-V/def2-TZVPD" e_tot_ev=-7235.615 e_lumo_ev=-3.315 homo_lumo_gap_ev=11.07 smiles=Cc1c[nH]c[nH+]1 total_charge=+1
C -0.24 1.18 -1.51
C -0.08 0.29 -0.33
C -0.70 0.36 0.88
N -0.21 -0.68 1.64
C 0.65 -1.38 0.94
N 0.77 -0.79 -0.25
H -0.36 2.21 -1.22
H -1.11 0.87 -2.08
H 0.63 1.09 -2.17
H -1.34 1.17 1.17
H -0.56 -0.91 2.57
H 1.27 -2.16 1.34
H 1.29 -1.25 -0.98



13
Properties=species:S:1:pos:R:3 method="wB97M-V/def2-TZVPD" e_tot_ev=-7230.116 e_lumo_ev=-3.705 homo_lumo_gap_ev=11.31 smiles=C#C[NH+]1CNC1 total_charge=+1
C 2.53 -0.06 -0.55
C 1.64 -0.10 0.26
N 0.37 0.06 0.84
C -0.74 -1.01 0.23
N -1.33 0.04 -0.48
C -0.50 1.04 0.13
H 3.37 0.16 -1.08
H 0.32 0.03 1.80
H -1.31 -1.30 1.11
H -0.17 -1.73 -0.23
H -1.03 -0.01 -1.54
H 0.00 1.70 -0.59
H -1.14 1.69 0.80



Short version: relative energy (zero: lowest compared OMol25 entry of this formula, charge and spin) = 922.4, 547.6, 1082.2, 308.1, 521.2, 363.5, 11.9, 542.5 kJ/mol, in the order given.